one | DFT (ωB97M-V with the def2-TZVPD basis set) results for 4 unconnected molecules or ions with the total composition C3H12IO3.

Output
- LUMO level (eV) = 3.57
- E_HOMO (eV) = -4.4
- net charge = -1

Each line ends with the natural charge from an NBO analysis.
Geometry (Å):
I -0.416 -1.656 -0.506  -0.93
C -3.420 1.637 -1.047  -0.24
O -2.928 0.844 0.023  -0.75
H -4.393 2.049 -0.781  0.16
H -2.723 2.464 -1.244  0.15
H -3.513 1.016 -1.947  0.16
H -2.126 0.382 -0.288  0.50
C 3.259 -0.534 -2.567  -0.24
O 1.988 -0.656 -3.163  -0.76
H 3.170 0.080 -1.665  0.16
H 3.641 -1.518 -2.260  0.15
H 4.015 -0.127 -3.236  0.16
H 1.371 -0.985 -2.487  0.50
C 0.516 -0.473 3.856  -0.24
O -0.586 -0.496 2.967  -0.75
H 0.737 -1.479 4.223  0.15
H 1.384 -0.035 3.352  0.16
H 0.280 0.180 4.697  0.16
H -0.255 -0.693 2.073  0.50

two | DFT (ωB97M-V with the def2-TZVPD basis set) results for 4 unconnected molecules or ions with the total composition C3H12IO3.

Output
- LUMO level (eV) = 3.47
- E_HOMO (eV) = -4.2
- net charge = -1

Each line ends with the natural charge from an NBO analysis.
Geometry (Å):
I -0.269 -1.471 -2.035  -0.95
C 1.839 1.672 0.585  -0.25
O 0.847 0.720 0.913  -0.75
H 1.468 2.610 0.172  0.15
H 2.331 2.063 1.476  0.16
H 2.514 1.293 -0.182  0.17
H 0.759 0.113 0.174  0.50
C 0.111 -3.698 2.180  -0.25
O -0.649 -3.505 0.996  -0.73
H -0.261 -4.614 2.639  0.16
H 1.161 -3.869 1.944  0.15
H 0.139 -2.825 2.832  0.16
H -0.137 -2.909 0.445  0.49
C -1.556 2.729 -1.934  -0.24
O -2.194 1.808 -2.709  -0.74
H -1.046 2.187 -1.137  0.18
H -0.912 3.412 -2.488  0.14
H -2.376 3.279 -1.472  0.15
H -1.770 1.004 -2.401  0.50

Stability ranking, top and bottom: one is the most stable and two is the least stable.

one | DFT (ωB97M-V with the def2-TZVPD basis set) results for C11H20N2O2 in the gas phase.

Output
- LUMO level (alpha / beta) (eV) = 0.53 / 0.53
- E_HOMO (alpha / beta) (eV) = -7.6 / -7.6

Each line ends with the natural charge from an NBO analysis.
Geometry (Å):
C -1.154 -0.618 -1.170  0.21
C -1.225 -1.551 1.002  0.74
C -1.845 0.716 -0.883  -0.45
C -1.989 1.009 0.602  -0.22
C -0.205 -0.394 1.171  0.12
C 1.499 2.051 0.857  -0.65
C 0.351 2.033 2.982  -0.59
C 1.106 -1.327 -3.060  -0.58
C 0.993 -2.827 -0.949  -0.61
C 0.103 2.096 1.470  -0.03
C 1.170 -1.444 -1.545  -0.07
N -0.676 0.881 1.125  -0.40
N 0.224 -0.452 -1.032  -0.61
O -1.697 -1.667 -0.191  -0.52
O -1.460 -2.299 1.913  -0.57
H -1.345 -1.006 -2.123  0.18
H -1.299 1.442 -1.405  0.22
H -2.783 0.974 -1.346  0.22
H -2.381 2.126 0.797  0.22
H -2.781 0.216 0.926  0.23
H 0.834 -0.704 1.537  0.26
H 1.751 3.045 0.591  0.22
H 2.358 1.793 1.584  0.20
H 1.460 1.228 0.063  0.27
H -0.455 2.547 3.387  0.21
H 1.209 2.560 3.290  0.21
H 0.375 1.074 3.280  0.21
H 1.983 -1.949 -3.582  0.19
H 0.217 -1.668 -3.380  0.19
H 1.192 -0.395 -3.364  0.21
H 1.719 -3.529 -1.282  0.21
H 0.089 -3.220 -1.406  0.21
H 0.992 -2.698 0.265  0.20
H -0.346 2.908 1.028  0.21
H 2.014 -0.950 -1.158  0.19

two | DFT (ωB97M-V with the def2-TZVPD basis set) results for C11H20N2O2 in the gas phase.

Output
- SMILES = CC(C)N1CC[C@@H]2OC(=O)[C@H]1N2C(C)C
- LUMO level (eV) = 0.78
- E_HOMO (eV) = -8.4

Each line ends with the natural charge from an NBO analysis.
Geometry (Å):
C -3.554 -1.200 0.229  -0.61
C -2.275 -0.325 0.688  -0.02
C -2.566 1.184 0.751  -0.66
N -1.120 -0.774 -0.035  -0.45
C -1.006 -0.177 -1.384  -0.21
C 0.174 -0.659 -2.157  -0.42
C 1.467 -0.795 -1.245  0.25
O 1.501 -2.122 -0.842  -0.50
C 0.725 -2.346 0.214  0.77
O 0.419 -3.433 0.614  -0.56
C 0.168 -0.938 0.622  0.01
N 1.170 0.007 -0.043  -0.48
C 2.210 0.516 0.773  -0.02
C 2.822 1.646 -0.096  -0.61
C 3.233 -0.540 1.330  -0.63
H -3.261 -2.175 0.572  0.23
H -4.457 -0.567 0.623  0.21
H -3.602 -1.094 -0.866  0.20
H -2.041 -0.747 1.597  0.19
H -1.802 1.876 0.355  0.22
H -2.653 1.411 1.771  0.22
H -3.449 1.609 0.156  0.21
H -0.912 0.921 -1.317  0.17
H -1.898 -0.303 -1.856  0.20
H 0.318 0.048 -2.960  0.21
H 0.026 -1.630 -2.515  0.21
H 2.288 -0.541 -1.745  0.19
H 0.135 -0.832 1.738  0.23
H 1.649 0.800 1.706  0.19
H 3.384 2.282 0.420  0.21
H 3.233 1.265 -1.050  0.20
H 1.845 2.189 -0.297  0.22
H 3.856 -0.883 0.438  0.20
H 2.746 -1.351 1.862  0.21
H 3.800 -0.061 2.009  0.21

Stability ranking, top and bottom: two is the most stable and one is the least stable.

one | DFT (ωB97M-V with the def2-TZVPD basis set) results for CHN3O2 in the gas phase.

Output
- SMILES = O=c1[nH]nno1
- LUMO level (eV) = 0.57
- E_HOMO (eV) = -11.1

Each line ends with the natural charge from an NBO analysis.
Geometry (Å):
O -1.820 -0.455 -0.719  -0.57
C -0.703 -0.074 -0.497  0.83
N -0.020 -0.241 0.718  -0.46
N 1.217 0.226 0.669  0.02
N 1.454 0.740 -0.424  0.12
O 0.190 0.583 -1.263  -0.37
H -0.317 -0.779 1.516  0.43

two | DFT (ωB97M-V with the def2-TZVPD basis set) results for CHN3O2 in the gas phase.

Output
- SMILES = O=c1nno[nH]1
- LUMO level (eV) = -0.19
- E_HOMO (eV) = -10.7

Each line ends with the natural charge from an NBO analysis.
Geometry (Å):
O -1.341 -0.653 1.352  -0.55
C -0.658 -0.220 0.471  0.67
N -1.059 0.550 -0.695  -0.23
N -0.112 0.820 -1.440  0.18
O 1.094 0.311 -0.922  -0.17
N 0.684 -0.288 0.254  -0.34
H 1.391 -0.521 0.980  0.43

Stability ranking, top and bottom: one is the most stable and two is the least stable.

one | DFT (ωB97M-V with the def2-TZVPD basis set) results for a gas-phase ion, C3IO2 (charge -1).

Output
- SMILES = O=c1c([O-])c1I
- LUMO level (eV) = 3.25
- E_HOMO (eV) = -3.6
- net charge = -1

Each line ends with the natural charge from an NBO analysis.
Geometry (Å):
O -0.497 2.008 0.732  -0.61
C -0.218 0.880 0.342  0.47
C 1.005 -0.150 -0.143  0.47
O 2.187 -0.164 -0.424  -0.60
C -0.360 -0.433 -0.097  -0.29
I -2.117 -2.141 -0.410  -0.44

two | DFT (ωB97M-V with the def2-TZVPD basis set) results for 2 unconnected molecules or ions with the total composition C3IO2.

Output
- LUMO level (eV) = 2.70
- E_HOMO (eV) = -3.3
- net charge = -1

Each line ends with the natural charge from an NBO analysis.
Geometry (Å):
C -0.772 -0.367 -0.795  0.78
C -0.011 0.536 -0.280  -0.61
C 0.309 1.701 0.076  0.73
O -1.157 -1.316 -1.336  -0.41
O 0.719 2.770 0.439  -0.50
I 0.912 -3.324 1.896  -1.00

Stability ranking, top and bottom: two is the most stable and one is the least stable.

one | DFT (ωB97M-V with the def2-TZVPD basis set) results for a molecular structure, C6H12O4.

Output
- LUMO level (eV) = -0.69
- E_HOMO (eV) = -10.1

Each line ends with the natural charge from an NBO analysis.
Geometry (Å):
C -0.281 3.042 1.710  -0.25
O -0.729 1.788 1.250  -0.55
C 0.307 0.845 1.103  -0.06
C -0.258 -0.422 0.484  -0.30
C -0.574 -0.266 -1.018  0.02
O -0.956 -1.490 -2.937  -0.98
C 1.395 -1.685 -0.837  0.79
O 1.168 -0.568 -1.471  -0.57
C 0.731 -1.597 0.531  -0.51
H 0.263 2.948 2.665  0.17
H 0.388 3.511 0.970  0.17
H -1.162 3.677 1.858  0.20
H 1.101 1.273 0.464  0.18
H 0.756 0.617 2.086  0.16
H -1.177 -0.688 1.024  0.22
H -1.622 -0.604 -1.056  0.23
H -0.755 0.779 -1.301  0.21
H 1.520 -1.475 1.282  0.23
H 0.195 -2.533 0.741  0.24
H -1.526 -2.144 -3.347  0.47
O 1.289 -2.708 -1.564  -0.61
H -0.071 -2.300 -2.636  0.51

two | DFT (ωB97M-V with the def2-TZVPD basis set) results for 3 unconnected molecules or ions with the total composition C6H12O4.

Output
- SMILES = CC1=CC1(O)O.O=CO.C
- LUMO level (eV) = 0.34
- E_HOMO (eV) = -9.0

Each line ends with the natural charge from an NBO analysis.
Geometry (Å):
C -0.160 -1.949 1.325  -0.65
C 0.210 -1.080 0.184  0.00
C 1.321 -0.528 -0.387  -0.29
C 0.349 -1.190 -1.291  0.45
O -0.387 -0.387 -2.166  -0.71
O 0.625 -2.452 -1.824  -0.72
H 0.217 -2.962 1.164  0.25
H 0.259 -1.557 2.252  0.23
H -1.242 -2.009 1.428  0.22
H 2.381 -0.471 -0.249  0.24
H -1.268 -0.769 -2.265  0.47
H 1.081 -2.336 -2.667  0.48
O 0.598 3.205 -0.623  -0.59
C 0.841 2.243 0.037  0.66
O 1.233 2.267 1.319  -0.71
H 1.060 1.092 -0.369  0.15
H 1.271 3.189 1.629  0.49
C -1.666 1.203 0.530  -0.85
H -0.840 0.285 0.466  0.22
H -2.542 0.591 0.724  0.21
H -1.617 2.006 1.255  0.22
H -1.724 1.610 -0.472  0.23

Stability ranking, top and bottom: two is the most stable and one is the least stable.

one | DFT (ωB97M-V with the def2-TZVPD basis set) results for 2 unconnected molecules or ions with the total composition C5H13NO2.

Output
- LUMO level (alpha / beta) (eV) = -3.10 / -8.91
- 2S+1 = 2
- E_HOMO (alpha / beta) (eV) = -14.3 / -13.9
- net charge = +1

Each line ends with the Löwdin spin population.
Geometry (Å):
C 1.171 -1.339 1.179  0.08
O 2.347 -1.716 0.512  0.04
C 0.248 -0.538 0.229  0.09
C -0.914 0.275 0.974  0.05
C -0.261 1.660 1.170  0.03
C -0.240 2.648 0.246  0.08
N -0.312 -1.516 -0.806  0.55
H 1.568 -0.696 2.019  0.02
H 0.621 -2.168 1.666  0.00
H 2.714 -1.188 -0.243  0.00
H 0.820 0.104 -0.351  0.00
H -1.754 0.345 0.269  0.00
H -1.219 -0.071 1.960  0.00
H 0.145 1.684 2.178  0.00
H -0.138 3.799 0.418  0.00
H -0.903 2.425 -0.639  0.00
H 0.323 -1.765 -1.584  0.01
H -0.668 -2.363 -0.399  0.02
H -1.054 0.226 -2.101  0.00
H -1.658 -0.069 -3.525  0.00
O -0.835 0.263 -3.171  0.03

two | DFT (ωB97M-V with the def2-TZVPD basis set) results for 2 unconnected molecules or ions with the total composition C5H13NO2.

Output
- LUMO level (alpha / beta) (eV) = -3.91 / -8.72
- 2S+1 = 2
- E_HOMO (alpha / beta) (eV) = -13.5 / -13.5
- net charge = +1

Each line ends with the Löwdin spin population.
Geometry (Å):
C 0.850 1.076 0.365  0.01
N 0.037 0.015 -0.100  0.55
C -2.115 1.709 -0.913  0.00
C -2.448 0.478 -0.080  0.11
C -1.193 -0.347 0.531  0.10
C -1.316 -1.861 0.408  0.02
O 0.864 1.336 1.530  0.16
H 1.433 1.630 -0.370  0.00
H 0.287 -0.601 -0.879  0.01
H -1.929 1.582 -1.979  0.00
H -2.929 2.420 -0.824  0.00
H -1.280 2.240 -0.449  0.00
H -2.981 0.741 0.821  0.01
H -3.023 -0.259 -0.643  0.01
H -1.115 -0.032 1.570  0.02
H -0.378 -2.368 0.610  0.00
H -1.728 -2.162 -0.558  0.00
H -1.967 -2.295 1.169  0.01
H 6.665 -1.555 -0.621  0.00
H 7.185 -0.984 0.676  0.00
O 7.082 -0.762 -0.263  0.00

three | DFT (ωB97M-V with the def2-TZVPD basis set) results for 2 unconnected molecules or ions with the total composition C5H13NO2.

Output
- LUMO level (alpha / beta) (eV) = -3.55 / -7.72
- 2S+1 = 2
- E_HOMO (alpha / beta) (eV) = -14.6 / -14.6
- net charge = +1

Each line ends with the Löwdin spin population.
Geometry (Å):
C -2.355 -0.695 -1.456  0.01
C -1.534 -0.271 -0.247  0.08
N -0.153 -0.727 -0.367  0.66
C 1.707 0.894 -0.108  0.05
C 0.814 -0.177 0.547  0.07
C 1.589 -1.294 1.265  0.01
O 1.009 -2.130 1.890  0.02
H -2.354 -1.782 -1.564  0.00
H -3.366 -0.309 -1.484  0.00
H -1.864 -0.365 -2.378  0.00
H -1.481 0.796 -0.107  0.01
H -1.925 -0.825 0.617  0.05
H -0.051 -1.724 -0.582  0.01
H 1.066 1.537 -0.704  0.00
H 2.299 0.390 -0.871  0.00
H 2.253 1.376 0.692  0.00
H 0.253 0.290 1.352  0.01
H 2.691 -1.299 1.215  0.00
H -1.481 3.663 -0.906  0.00
H 0.016 3.893 -0.589  0.00
O -0.638 3.233 -0.802  0.00

Stability ranking, top and bottom: three is the most stable and one is the least stable.

one | DFT (ωB97M-V with the def2-TZVPD basis set) results for 2 unconnected molecules or ions with the total composition C5H14N3.

Output
- LUMO level (alpha / beta) (eV) = -13.26 / -13.14
- 2S+1 = 2
- E_HOMO (alpha / beta) (eV) = -17.4 / -17.5
- net charge = +2

Each line ends with the Löwdin spin population.
Geometry (Å):
C -3.464 0.176 -0.461  0.00
C -2.005 -0.292 -0.064  0.00
C -0.953 0.952 -0.114  0.06
C 0.502 0.737 0.477  0.08
C 1.427 1.459 -0.243  0.05
N 2.720 0.922 -0.367  -0.03
N 0.734 -0.246 1.346  0.80
N 1.254 -2.751 -0.331  -0.01
H -4.137 -0.691 -0.261  0.00
H -3.813 1.120 0.106  0.00
H -3.580 0.305 -1.517  0.00
H -1.676 -1.145 -0.737  0.00
H -0.970 1.280 -1.226  0.00
H -1.350 1.721 0.470  0.00
H 1.146 2.452 -0.585  0.00
H 2.738 0.014 0.002  0.00
H 3.174 0.761 -1.417  0.00
H 0.612 0.022 2.305  0.02
H 2.080 -3.255 -0.496  0.00
H 0.616 -3.553 -0.064  0.00
H -2.018 -0.684 0.904  0.00
H 1.184 -2.016 0.408  0.00

two | DFT (ωB97M-V with the def2-TZVPD basis set) results for a gas-phase ion, C5H14N3 (charge +2).

Output
- LUMO level (alpha / beta) (eV) = -8.43 / -13.65
- 2S+1 = 2
- E_HOMO (alpha / beta) (eV) = -19.0 / -18.9
- net charge = +2

Each line ends with the Löwdin spin population.
Geometry (Å):
C 2.668 -1.248 -0.347  0.01
C 2.234 0.221 -0.681  0.02
C 1.137 0.970 0.116  0.10
C -0.094 1.392 -0.690  0.14
N -1.376 0.920 -0.231  0.45
C -1.545 -0.299 0.432  0.03
N -2.386 -0.395 1.447  0.03
N -1.009 -1.394 -0.058  0.04
H 1.853 -1.883 0.000  0.00
H 3.429 -1.144 0.419  0.00
H 3.010 -1.745 -1.249  0.00
H 1.875 0.221 -1.727  0.00
H 3.154 0.775 -0.524  0.01
H 0.925 0.434 1.043  0.00
H 1.546 1.962 0.376  0.04
H 0.046 0.956 -1.730  0.09
H -0.167 2.462 -0.900  0.01
H -2.174 1.544 -0.081  0.01
H -2.606 0.389 2.067  0.00
H -2.587 -1.295 1.853  0.00
H -0.570 -1.407 -0.963  0.00
H -1.346 -2.313 0.232  0.00

Stability ranking, top and bottom: two is the most stable and one is the least stable.

one | DFT (ωB97M-V with the def2-TZVPD basis set) results for C2H4N2O2S2 in the gas phase.

Output
- SMILES = O/N=C(/NO)SC=S
- LUMO level (eV) = -0.74
- E_HOMO (eV) = -9.3

Each line ends with the natural charge from an NBO analysis.
Geometry (Å):
O 1.703 -1.667 -0.406  -0.55
N 1.312 -0.373 -0.758  -0.17
C 0.696 0.267 0.149  0.16
N 0.716 1.664 0.108  -0.31
O -0.583 2.253 0.260  -0.56
S -0.103 -0.565 1.489  0.36
C -1.606 -1.026 0.720  -0.47
S -2.301 -0.509 -0.674  0.00
H 2.243 -1.872 -1.149  0.48
H 1.126 1.929 -0.783  0.37
H -1.123 1.663 -0.342  0.47
H -2.081 -1.764 1.385  0.22

two | DFT (ωB97M-V with the def2-TZVPD basis set) results for C2H4N2O2S2 in the gas phase.

Output
- SMILES = O=CO/C(=N/S)NS
- LUMO level (eV) = 0.30
- E_HOMO (eV) = -8.8

Each line ends with the natural charge from an NBO analysis.
Geometry (Å):
O -0.178 -2.343 0.273  -0.54
C 0.608 -2.042 -0.584  0.66
O 1.116 -0.827 -1.013  -0.50
C 0.482 0.285 -0.497  0.60
N -0.224 1.044 -1.264  -0.56
S -0.976 2.373 -0.457  0.18
N 0.505 0.485 0.870  -0.80
S -0.927 -0.013 1.828  0.19
H 1.067 -2.803 -1.259  0.13
H -1.616 2.633 -1.661  0.13
H 1.343 0.016 1.358  0.40
H -1.199 1.194 2.407  0.11

Stability ranking, top and bottom: two is the most stable and one is the least stable.